# C3H11N2OS

A cluster of 2 separate species, C3H11N2OS in total in a non-equilibrium geometry (ωB97M-V/def2-TZVPD, the OMol25 dataset).

Last column: Löwdin charge in e.
CARTESIAN COORDINATES (ANGSTROEM)
N -0.20033 -1.59235 -0.66302  -0.02
C 0.12014 -0.19762 -0.22623  -0.47
C -0.08455 0.90541 -1.32859  -0.75
S -1.81021 0.83795 -1.91369  0.14
C 1.71126 -0.21843 0.17899  -0.31
N 1.95673 -0.35360 1.59264  -0.07
H -1.01338 -1.94794 -0.19994  0.03
H -0.35420 -1.57108 -1.73017  0.07
H -0.52875 0.19737 0.60123  0.09
H 0.10120 1.82394 -0.93047  -0.02
H 0.60875 0.70787 -2.33137  0.09
H 2.17355 -1.06096 -0.39801  0.10
H 2.16490 0.63912 -0.35533  0.09
H 1.47036 -1.24723 1.94634  0.09
H 1.54374 0.48038 2.14756  0.09
H -2.13954 0.36185 1.24285  -0.02
H -2.92538 1.27995 0.77580  -0.09
O -2.79427 0.95538 1.59141  -0.05

The total energy comes out at -19152.1073 eV. The HOMO energy comes out at -2.9 eV. As for the molar mass: 123.2 Da. As for the total charge: -1. The calculation puts the maximum force at 6.0 eV Å⁻¹. As for the LUMO energy: 3.9 eV.